71
Properties=species:S:1:pos:R:3:lowdin_charge:R:1 method="wB97M-V/def2-TZVPD" total_energy_ha=-2403.97286 charge=0
C -4.40964 -2.47182 0.60095 -0.1162
C -4.25032 -1.34188 1.74344 -0.2494
C -2.74686 -0.76848 1.82610 -0.1627
C -2.43347 -0.06792 0.37978 -0.1828
N -1.43099 0.96883 0.58807 -0.0167
N -0.61940 1.42179 -0.45037 -0.2472
S -1.52590 2.67440 -1.31561 0.8034
C -1.71454 4.25864 -0.30198 -0.1055
O -0.84093 3.13478 -2.60258 -0.3298
O -2.92064 2.29430 -1.72360 -0.2866
C 0.61539 1.94854 0.31349 -0.1531
C 1.52612 3.02886 -0.38694 -0.1130
C 2.72007 2.60628 -1.33819 -0.3186
C 4.01116 3.55294 -1.04489 -0.0468
F 3.18169 1.26026 -1.31780 -0.0352
C 1.33708 0.73826 1.07996 -0.2295
C 2.76570 1.16389 1.75260 -0.1072
C 2.82533 0.41210 3.20189 -0.2633
C 3.10207 -1.16515 3.09113 -0.5042
Cl 1.61832 -2.00339 3.85008 0.4984
O 1.56338 -0.48024 0.38250 -0.0726
C 0.86322 -0.72233 -0.83222 -0.1918
C 0.13474 -2.17419 -0.68939 0.0136
C 1.29168 -3.29995 -0.69569 -0.3077
O 1.60715 -3.85942 0.36088 0.1115
F 1.94663 -3.66108 -1.90842 0.0240
C -0.07214 0.42961 -1.42418 -0.2071
O -1.03462 -0.03172 -2.42260 -0.1470
C -0.45989 0.03443 -3.75435 -0.2119
C -1.64041 -0.44279 -4.77397 -0.0605
H -4.62132 -2.03115 -0.44025 0.0784
H -3.44472 -3.10820 0.53161 0.0868
H -5.26180 -3.15996 0.92125 0.0793
H -4.52352 -1.70373 2.79270 0.1148
H -4.93156 -0.46612 1.46927 0.0999
H -2.57033 -0.05110 2.70128 0.1166
H -2.05853 -1.68423 1.91322 0.1147
H -2.25872 -0.91724 -0.34303 0.1168
H -3.44301 0.41693 0.07946 0.1258
H -1.92630 1.77354 1.02986 0.1518
H -1.75414 5.18777 -0.95984 0.1029
H -2.65542 4.11829 0.35492 0.0935
H -0.84741 4.39688 0.43861 0.0669
H 0.12341 2.54158 1.18440 0.1639
H 0.97544 3.89097 -0.92803 0.1224
H 2.03471 3.59893 0.49038 0.1273
H 2.41917 2.85677 -2.42581 0.1514
H 3.62979 4.61866 -0.84614 0.0890
H 4.69501 3.60745 -1.96533 0.0928
H 4.58470 3.18175 -0.11555 0.0956
H 0.68506 0.49133 2.00591 0.1479
H 2.82837 2.27599 1.99476 0.1121
H 3.63026 0.75891 1.12967 0.1275
H 1.86891 0.66141 3.79350 0.0958
H 3.68077 0.91917 3.78923 0.1131
H 3.96057 -1.39825 3.82727 0.0848
H 3.30676 -1.53890 2.03662 0.0833
H 1.67056 -0.91927 -1.64246 0.1722
H -0.47530 -2.18102 0.27866 0.1274
H -0.50810 -2.41346 -1.62143 0.1411
H 0.63846 1.05035 -2.10317 0.1563
H -0.17009 1.08666 -4.09562 0.1272
H 0.37733 -0.73194 -3.87204 0.1341
H -1.17575 -1.01773 -5.66254 0.0883
H -2.44110 -1.06607 -4.24512 0.0889
H -2.11609 0.50385 -5.23457 0.0854
C 0.21289 -6.19777 2.34907 -0.5249
O 0.19423 -6.20817 3.67817 -0.3922
H 0.48865 -7.14536 1.83673 0.0294
H -0.74076 -5.94870 1.82841 0.0157
H 0.90891 -5.48640 1.85789 0.0111

=====

12
Properties=species:S:1:pos:R:3:nbo_charge:R:1 method="wB97M-V/def2-TZVPD" total_energy_ha=-683.48330 charge=0 smiles=Cc1oncc1S relative_energy_kj_mol=327.2
C 0.84022 2.17124 0.05380 -0.6609
C 0.76684 0.61712 -0.14097 0.2767
C 0.28075 -1.47420 0.02436 -0.0578
C -0.35131 -0.16395 0.03263 -0.2744
H 0.45320 2.47618 -0.85358 0.2244
H 0.00811 2.61629 0.83053 0.2281
H 1.87699 2.68885 0.40886 0.2557
H -0.07774 -2.55478 0.33149 0.2315
H -2.47689 1.20552 0.37490 0.1496
N 1.58130 -1.46225 0.08929 -0.1053
O 1.92937 -0.17292 -0.10321 -0.2812
S -2.21917 -0.10714 -0.04441 0.0136

=====

20
Properties=species:S:1:pos:R:3:nbo_charge:R:1 method="wB97M-V/def2-TZVPD" total_energy_ha=-456.72019 charge=0 smiles="NCCNC=O.O.O" relative_energy_kj_mol=131.2
C -1.55191 -0.19758 1.57723 0.5471
N -0.96028 -0.09661 0.34781 -0.6381
C -1.14501 1.20790 -0.31092 -0.2314
C 0.13076 1.58118 -1.11440 -0.2298
N 1.31712 1.64858 -0.30884 -0.8554
O -1.28113 -1.09135 2.35162 -0.6278
H -2.33079 0.56451 1.72567 0.1098
H -0.09641 -0.60522 0.18669 0.4317
H -1.12785 2.04043 0.41440 0.1882
H -2.01254 1.19650 -0.95774 0.2003
H 0.23061 0.93573 -1.99598 0.1945
H -0.13271 2.47626 -1.71574 0.1757
H 2.11533 1.35150 -0.84643 0.3584
H 1.56091 2.49494 0.18002 0.3775
H 1.59890 -1.98666 -1.87201 0.4726
H 2.16699 -0.85666 -1.00269 0.4647
O 1.67282 -1.65610 -0.95280 -0.9305
H -0.14932 -2.66398 2.17040 0.5009
H -0.24561 -3.11311 0.64889 0.4626
O 0.24014 -3.23026 1.47482 -0.9712

=====

83
Properties=species:S:1:pos:R:3:lowdin_charge:R:1 method="wB97M-V/def2-TZVPD" total_energy_ha=-1886.82565 charge=-1
C -0.44260 4.03383 -2.55294 -0.1345
C -1.94028 3.84679 -2.31503 -0.3154
C -2.40734 2.38468 -2.30130 -0.6521
I -4.34723 2.41140 -0.67593 0.0476
N -1.48533 1.51568 -2.03240 -0.0669
C -1.88082 0.13731 -2.11655 -0.3094
C -1.96905 -0.55815 -0.75026 -0.2336
C -1.73023 -2.05638 -0.81905 -0.3024
N -0.33701 -2.40998 -1.17016 -0.0110
H -0.17273 5.02981 -2.19399 0.0335
H 0.14605 3.30553 -2.00174 0.0508
H -0.20052 4.01616 -3.61800 0.0608
H -2.19019 4.33221 -1.37361 0.0485
H -2.48873 4.40390 -3.07678 0.0896
H -2.98100 2.15621 -3.21071 0.0711
H -1.13852 -0.41903 -2.70893 0.0903
H -2.84396 0.00200 -2.64156 0.0975
H -1.25894 -0.07498 -0.07737 0.1037
H -2.96285 -0.39627 -0.32775 0.0504
H -2.44680 -2.53016 -1.50249 0.1056
H -1.92969 -2.47904 0.17099 0.0929
H -0.27044 -2.49002 -2.17851 0.0514
H -0.18709 -3.36293 -0.85590 0.0019
C 0.14486 8.21824 -1.33610 -0.0117
C -0.71236 8.07513 -2.57161 -0.5358
O -1.51431 7.17650 -2.71527 0.0519
N -0.54508 9.02079 -3.55250 0.0005
C 0.36218 10.14434 -3.54893 -0.0998
H -0.10653 7.40391 -0.66280 0.0869
H 1.20214 8.16395 -1.58304 0.0619
H -0.04950 9.16733 -0.83525 0.0836
H -1.13986 8.87964 -4.35283 0.1324
H -0.18449 11.08818 -3.63540 0.0776
H 1.06150 10.08153 -4.38863 0.0780
H 0.93470 10.15253 -2.62554 0.0431
C -0.42518 -7.85344 -0.33477 -0.0076
C -0.65154 -6.38371 -0.05754 -0.5421
O -0.56465 -5.53185 -0.92984 0.0216
N -0.94455 -6.02177 1.21145 0.0237
C -1.04626 -6.86265 2.38598 -0.0686
H -0.19714 -7.96378 -1.39067 0.0781
H 0.40599 -8.23995 0.25550 0.0822
H -1.31646 -8.43577 -0.09824 0.0812
H -1.10058 -5.02983 1.32759 0.1194
H -2.04566 -6.76706 2.81506 0.0869
H -0.32059 -6.53193 3.13093 0.0809
H -0.86083 -7.90411 2.14730 0.0393
C 4.49981 10.70996 0.33796 -0.0082
C 3.66875 10.58786 -0.91922 -0.5309
O 2.85666 9.69265 -1.06765 0.0363
N 3.86040 11.52153 -1.89145 0.0105
C 4.77169 12.64601 -1.88765 -0.0811
H 4.22498 9.89538 1.00007 0.0843
H 5.56412 10.63917 0.11095 0.0833
H 4.30874 11.65771 0.84260 0.0831
H 3.28050 11.38246 -2.70415 0.1329
H 4.22509 13.58515 -1.99160 0.0821
H 5.47909 12.57091 -2.71560 0.0823
H 5.33130 12.67479 -0.95871 0.0692
C 1.23096 -3.46622 4.77514 -0.0153
C 0.41317 -3.34545 3.50743 -0.5585
O -0.80844 -3.38966 3.52136 0.0216
N 1.08264 -3.18202 2.34121 0.0221
C 2.50999 -3.10635 2.11858 -0.0730
H 0.54318 -3.58665 5.60631 0.0783
H 1.89236 -4.33272 4.73213 0.0789
H 1.83149 -2.57097 4.93867 0.0819
H 0.47859 -3.09319 1.53448 0.1214
H 2.77083 -2.15161 1.66034 0.0877
H 2.83284 -3.90234 1.44529 0.0824
H 3.04689 -3.20359 3.05736 0.0672
C -0.85329 -12.34990 1.82319 -0.0103
C -1.12235 -11.15438 2.70946 -0.5442
O -0.39211 -10.17816 2.71300 0.0274
N -2.21973 -11.20216 3.50999 0.0089
C -3.19402 -12.26584 3.63626 -0.0796
H 0.04917 -12.14909 1.25494 0.0818
H -0.70524 -13.25204 2.41771 0.0826
H -1.67880 -12.51591 1.13030 0.0840
H -2.34287 -10.37485 4.07284 0.1412
H -4.19080 -11.90624 3.37587 0.0839
H -3.22410 -12.63969 4.66118 0.0822
H -2.94196 -13.08933 2.97652 0.0693

=====

14
Properties=species:S:1:pos:R:3:nbo_charge:R:1 method="wB97M-V/def2-TZVPD" total_energy_ha=-415.86664 charge=0 smiles="CC1OC=NN=CO1" relative_energy_kj_mol=456.8
C -2.44617 -0.20276 -0.06913 -0.6475
C -1.02364 0.05220 0.22536 0.3426
C 0.70451 1.48908 -0.04847 0.3528
C 0.86906 -1.41812 0.14787 0.3567
H -3.41838 0.47584 0.33130 0.2475
H -2.50558 -1.22727 0.39908 0.2321
H -2.71417 -0.32350 -1.19794 0.2290
H -0.98223 -0.23460 1.28995 0.1539
H 1.06369 2.48835 0.02499 0.1906
H 0.98230 -2.55747 0.36036 0.1807
N 1.78041 0.68051 -0.12521 -0.3743
N 1.95165 -0.68185 0.04183 -0.2921
O -0.58160 1.32445 0.05612 -0.4563
O -0.31497 -1.09125 -0.32585 -0.5156

=====

18
Properties=species:S:1:pos:R:3:nbo_charge:R:1 method="wB97M-V/def2-TZVPD" total_energy_ha=-704.08391 charge=0 smiles="C=NN1CC[C@H](S)C1" relative_energy_kj_mol=367.3
C 1.28714 0.33171 0.54862 -0.3297
C 0.68790 1.54079 0.02065 -0.4335
C -0.62070 1.12099 -0.69996 -0.2497
C 0.01298 -0.25232 1.18813 -0.2351
C -3.25077 -0.61957 -0.52096 -0.2501
H 1.24061 -1.41666 -0.83212 0.1269
H 2.13392 0.60842 1.27430 0.2343
H 1.43323 2.25864 -0.57164 0.2294
H 0.33888 2.10850 0.90228 0.2162
H -1.51705 1.67565 -0.51686 0.2026
H -0.50572 0.94215 -1.76956 0.1995
H 0.04785 -1.34804 1.22734 0.2295
H -0.18916 0.36029 2.13475 0.1974
H -4.08269 -1.10839 -0.05439 0.2114
H -3.11607 0.07299 -1.50105 0.1777
N -0.97093 -0.07137 0.12123 -0.2697
N -2.23141 -0.52482 0.41680 -0.2195
S 2.37083 -0.79437 -0.45488 -0.0375

=====

Kohn-Sham gap values, unit eV, following the record order: 1.535 9.602 10.113 4.265 9.342 8.995.
Highest occupied orbital energy values, unit eV, following the record order: -3.6030 -9.1333 -9.7220 -2.5736 -9.0678 -8.2277.
LUMO energy values, unit eV, following the record order: -2.1 0.5 0.4 1.7 0.3 0.8.